Here is a structure of composition C27H34N6O6S3Zn from the OMol25 dataset. Energies are from ωB97M-V/def2-TZVPD.

CARTESIAN COORDINATES (ANGSTROEM)
Zn  0.2670  -0.9934  -0.6143
N  -1.1097  -0.3322  3.4432
C  -0.5813  0.8006  3.9866
C  -0.8367  1.1726  5.3399
C  -0.4040  2.3967  5.8381
C  0.3033  3.2871  5.0209
C  0.7206  2.9011  3.7802
C  0.2265  1.7133  3.2105
S  0.4135  1.5406  1.5610
N  -0.0300  -0.0315  1.3196
C  -0.6789  -0.7425  2.2460
C  -1.0098  -2.1183  1.8600
C  -1.6012  -3.0718  2.7258
C  -2.0381  -4.2818  2.2274
C  -1.8711  -4.5667  0.8651
C  -1.1784  -3.6406  0.0861
N  -0.8101  -2.4299  0.5709
H  -2.8395  -0.4350  3.8391
H  -1.3511  0.4771  6.0225
H  -0.6338  2.6257  6.8957
H  0.5384  4.2753  5.4365
H  1.3332  3.5457  3.1727
H  -1.7735  -2.7945  3.7666
H  -2.5607  -4.9954  2.8565
H  -2.1619  -5.5261  0.3969
H  -0.9279  -3.7943  -0.9748
C  2.3328  -2.4942  -3.7294
C  1.6177  -3.2080  -2.5841
C  1.5378  -4.6959  -2.9192
O  0.2358  -2.6950  -2.5085
C  2.3807  -2.9300  -1.2350
O  3.3213  -3.6556  -1.0609
O  2.0263  -1.9338  -0.4665
H  1.7984  -2.6731  -4.6841
H  3.3698  -2.8721  -3.8057
H  2.3693  -1.4179  -3.4861
H  0.9745  -4.8723  -3.8710
H  1.0092  -5.2234  -2.1044
H  2.5603  -5.0915  -3.0830
H  0.0041  -2.3255  -3.3800
C  1.2801  3.2930  -4.3054
N  2.3735  2.9130  -3.4315
C  3.7062  3.2288  -4.0000
C  2.2551  2.0552  -2.3597
S  0.8788  0.9521  -2.3478
N  3.2322  2.1244  -1.4027
C  3.6668  3.4396  -0.9267
C  3.7055  0.9507  -0.6623
H  1.3820  4.3440  -4.6211
H  0.3317  3.2458  -3.7647
H  1.2684  2.6423  -5.2299
H  3.6452  3.1775  -5.0961
H  4.4917  2.5780  -3.6292
H  3.9986  4.2917  -3.7952
H  3.2447  4.2436  -1.5561
H  4.7671  3.4867  -0.9442
H  3.3787  3.5702  0.1505
H  3.4344  0.0651  -1.2544
H  3.2824  0.8480  0.3644
H  4.7873  1.0357  -0.5762
N  -2.1506  0.0160  -1.6375
C  -3.1616  0.3355  -0.7171
C  -3.1827  1.6434  -0.1231
C  -3.7600  1.8044  1.1358
C  -4.5120  0.7559  1.6727
C  -4.7074  -0.4238  0.9650
C  -4.0528  -0.6508  -0.2390
S  -4.6735  0.7586  3.4509
O  -6.0350  0.4324  3.7743
O  -4.0130  1.9733  3.9662
O  -3.8458  -0.5453  3.8047
H  -1.7137  0.8103  -2.1126
H  -2.3509  -0.7251  -2.3068
H  -2.6732  2.4946  -0.5963
H  -3.6403  2.7383  1.6985
H  -5.3488  -1.1930  1.4286
H  -4.2315  -1.6042  -0.7370

Forces on the atoms, in the same order (eV/Å):
Zn 0.4862 -0.0120 1.1210
N -0.3349 -1.8850 -0.6680
C 1.1029 2.9220 0.5070
C 0.4099 -0.6686 -0.7011
C -0.1975 0.0303 0.1307
C -0.1411 0.3753 2.0273
C -0.6153 -0.9786 -0.9685
C -0.8540 0.1923 3.7087
S 0.3848 0.9039 -2.3537
N -0.2557 -2.5788 -0.4551
C 0.1621 2.1873 0.2963
C -0.9887 -1.6997 -0.6469
C 0.1442 1.0496 0.0956
C -0.2296 -0.1382 -0.7477
C 0.7545 -0.2195 -0.3735
C -0.1973 0.5508 0.2411
N -0.1837 -0.7083 -0.4316
H -0.0298 0.1390 -0.3928
H 0.1164 0.3014 -0.6206
H 0.1351 0.0950 -0.8399
H 0.1721 -0.4610 -0.3038
H 0.1046 0.2348 -0.1634
H 0.1813 -0.0787 -0.3395
H 0.1548 0.1355 0.0601
H 0.0610 0.7150 0.5220
H -0.2682 -0.0741 0.6632
C 0.3416 0.4086 0.3639
C -0.5460 0.0481 -0.5006
C -0.1129 -0.3689 -0.1307
O 0.2675 0.6617 -0.0259
C -1.0836 0.9521 -0.2555
O 1.0979 -0.6166 0.4252
O -0.4421 -0.5130 -1.1227
H 0.2929 0.1475 0.4103
H -0.5549 0.1697 -0.0342
H -0.0037 -0.2911 -0.3938
H 0.3071 0.3620 0.7348
H 0.4501 -0.0143 -0.3916
H -0.6660 0.0947 0.4362
H 0.2052 -0.2379 0.4526
C -0.4432 -0.3202 -0.6162
N 0.8313 -0.3611 0.6632
C -0.2812 1.3256 0.1658
C -0.3672 -0.3513 -0.1956
S 1.1125 0.6196 0.0941
N -1.0297 0.1880 -0.8294
C 0.4109 0.0703 0.4670
C -0.7400 -0.2513 0.1340
H 0.3130 -0.3547 0.0971
H 0.1794 -0.3201 -0.2042
H -0.1907 0.6109 0.9709
H -0.0624 -0.3316 0.3114
H -0.1644 -0.1442 0.0901
H -0.2172 -0.7985 0.0597
H 0.1975 -0.4737 0.5149
H -0.2689 0.1246 -0.1536
H -0.0413 -0.1207 -0.9541
H 0.1885 0.1775 0.4580
H 0.0497 0.2333 -0.7494
H 0.0775 -0.0678 -0.0585
N 0.3916 -0.0170 -0.8085
C -0.2686 0.7847 0.7909
C 0.2009 -0.9553 -0.1483
C -0.3549 -0.0134 -0.6499
C 1.2770 0.4431 0.5582
C -0.5111 -0.2616 0.3734
C 0.1010 0.4912 0.2158
S 0.3653 1.0141 0.1206
O 0.5161 0.2753 0.2054
O -1.2059 -2.3050 -0.7778
O -0.0861 0.5239 0.3915
H -0.3416 -0.2528 0.3034
H -0.2159 0.2350 0.2808
H 0.0714 -0.6203 0.2502
H -0.0122 -0.4974 -0.2655
H 0.4691 0.3395 -0.4115
H 0.4225 0.2293 -0.0288

Values from the calculation:
energy above the lowest of the compared OMol25 structures with the same formula, charge and spin: 17.4 kJ/mol
HOMO level: -6.173 eV
LUMO level: -0.2 eV
molar mass: 700.2 g mol⁻¹
calculated total energy: -4803.16984 hartree

Atom charges from the Mulliken analysis, given in e for atoms 1 to 8: Zn 1.712; N -0.398; C -0.402; C -0.477; C -0.443; C -0.688; C -0.728; C 1.019


Here is a structure of composition C27H35AuN4OS from the OMol25 dataset. Energies are from ωB97M-V/def2-TZVPD.

CARTESIAN COORDINATES (ANGSTROEM)
Au  0.5652  -0.0058  0.1660
C  -1.5153  1.9106  0.8523
C  -2.3575  0.6191  1.0144
C  -1.7595  -0.6587  1.7220
C  -3.0169  0.2522  -0.3102
C  -4.3979  0.3987  -0.2655
C  -5.1911  0.1260  -1.3526
C  -4.6001  -0.3033  -2.5161
C  -3.2197  -0.4771  -2.6476
C  -2.8658  -0.9631  -4.0522
C  -2.1460  0.1021  -4.9031
C  -2.3418  -2.4123  -4.0874
C  -2.3552  -0.2014  -1.5279
N  -0.9080  -0.3496  -1.5412
C  -0.0731  -0.7794  -2.7330
C  1.6002  -0.9007  -2.5615
C  2.6531  -1.2344  -3.3432
C  3.8612  -1.1255  -2.5435
C  3.5585  -0.7232  -1.2619
N  2.1783  -0.5478  -1.1386
C  4.4816  -0.4774  -0.0934
C  4.0897  -1.4151  1.0591
C  5.9400  -0.7356  -0.4758
C  4.3317  0.9821  0.3632
H  -0.9925  2.1631  1.8556
H  -2.1943  2.7379  0.5972
H  -0.7809  1.9134  0.0451
H  -3.0997  0.9401  1.7552
H  -1.1003  -1.2789  1.1218
H  -2.6013  -1.3258  1.9726
H  -1.2558  -0.3610  2.7244
H  -4.8960  0.7360  0.6358
H  -6.2654  0.2478  -1.2934
H  -5.2739  -0.5031  -3.3407
H  -3.7845  -1.0818  -4.6400
H  -1.2097  0.5117  -4.5213
H  -2.8080  0.9721  -4.9934
H  -1.9706  -0.2838  -5.9151
H  -1.4502  -2.6447  -3.5042
H  -2.1665  -2.7204  -5.1258
H  -3.1195  -3.0677  -3.6766
H  -0.4437  -1.0222  -3.7055
H  2.5887  -1.5275  -4.3785
H  4.8548  -1.3322  -2.9095
H  4.1839  -2.4623  0.7506
H  3.0533  -1.2408  1.3701
H  4.7378  -1.2506  1.9276
H  6.0805  -1.7735  -0.7970
H  6.5959  -0.5529  0.3816
H  6.2521  -0.0731  -1.2905
H  3.2992  1.1939  0.6632
H  4.6008  1.6675  -0.4483
H  4.9840  1.1870  1.2200
O  0.7648  -0.5244  -1.5569
N  -0.5310  2.7671  6.5509
C  -0.5288  1.4699  6.1717
S  -0.8223  0.3372  7.3557
C  -0.2686  1.1648  4.7522
C  -0.2555  -0.1570  4.3080
C  -0.0121  -0.4159  2.9526
N  0.2391  0.5659  2.0390
C  0.2143  1.8342  2.4895
C  -0.0287  2.1839  3.8049
H  -0.7092  2.9665  7.5213
H  -0.3702  3.5561  5.9508
H  -0.4294  -0.9904  4.9725
H  0.0161  -1.4292  2.5832
H  0.4164  2.5894  1.7459
H  -0.0249  3.2333  4.0553

Forces on the atoms, in the same order (eV/Å):
Au 1.1544 2.1500 6.6603
C -1.5834 0.7676 0.3319
C 0.9507 -0.2802 0.1598
C -3.5482 0.0311 -0.6084
C 0.1709 -0.2049 -0.1724
C -0.0664 -0.0365 -0.1192
C -0.1996 0.0127 -0.0590
C -0.1357 0.0805 0.1863
C -0.3296 0.0373 0.0755
C 0.5589 -0.1333 -0.2366
C 0.0342 0.2265 -0.1651
C -0.0032 -0.2745 -0.0107
C -1.3951 0.0806 -0.0464
N -10.4697 -0.9267 -7.0035
C -7.6288 2.7937 6.8238
C 6.6858 -0.4214 1.1202
C 0.4736 0.3132 1.2186
C 0.4024 -0.1577 -0.4094
C 0.3271 0.0366 0.2170
N 18.1940 -1.7583 0.4663
C 0.1504 0.0333 0.1366
C -0.0739 -0.0779 0.0541
C 0.0655 -0.0400 -0.1186
C -0.0583 0.1114 0.0040
H -3.7056 0.3065 -2.9515
H -0.1336 -0.2023 0.1441
H 0.0379 -0.0486 0.1281
H -0.3765 -0.1837 -0.5414
H -0.1391 0.1015 -0.1113
H -0.0669 0.2369 0.0157
H -4.8361 -0.8018 -2.1705
H 0.2811 0.0055 0.1266
H 0.0101 -0.0073 -0.0150
H 0.2822 -0.0921 -0.2009
H -0.1970 0.2058 0.6027
H -0.0281 -0.1522 0.0352
H 0.0238 -0.1968 -0.0274
H 0.0450 0.0597 0.1623
H -0.0080 0.1326 -0.0560
H 0.0377 0.0405 0.1676
H 0.0532 0.1383 -0.1364
H -0.0028 -0.1368 -0.5696
H -0.0564 -0.0300 -0.0988
H -0.0154 -0.0060 -0.0227
H -0.0227 0.1273 0.0493
H 0.1446 -0.0241 -0.0409
H -0.0484 0.0038 -0.1231
H 0.0032 0.1423 0.0273
H -0.0764 -0.0094 -0.0540
H -0.0218 -0.1032 0.0971
H 0.1420 -0.0305 -0.0420
H -0.0420 -0.0751 0.1070
H -0.0524 -0.0623 -0.1048
O -7.7952 -1.8751 -9.2277
N 0.0328 0.3050 -0.0966
C -0.1020 0.0691 0.5182
S 0.0605 -0.1647 -0.3865
C -0.2189 0.1483 0.2371
C 1.1743 -0.0171 -0.1470
C 3.4740 0.4790 2.0147
N 3.2794 0.0650 1.8056
C 2.6699 -0.1463 1.5591
C 0.2321 -0.4025 -0.0811
H 0.0061 -0.1305 -0.0477
H 0.0318 -0.1888 -0.1679
H -0.0223 0.1244 0.1054
H 1.0445 -0.0624 0.5507
H 1.2020 0.0904 0.4842
H 0.0236 0.0046 -0.0224

Values from the calculation:
energy above the lowest of the compared OMol25 structures with the same formula, charge and spin: 2537.8 kJ/mol
HOMO level (alpha / beta): -4.309 / -6.148 eV
LUMO level (alpha / beta): -1.7 / -1.0 eV
molar mass: 660.6 g mol⁻¹
calculated total energy: -1876.91536 hartree

Atom charges from the natural (NBO) analysis, given in e for atoms 1 to 8: Au 0.948; C -0.561; C -0.262; C -0.517; C -0.043; C -0.159; C -0.219; C -0.206